C4H4N2O | ωB97M-V with the def2-TZVPD basis set

Summary:
DFT total energy = -9235.57556 eV
LUMO level (spin up / spin down) = 0.2 / 0.2 eV
Energy relative to the best compared isomer or geometry (same formula, charge and spin) = 4.912 eV
Frontier orbital gap (spin up / spin down) = 0.2839 / 0.2840 Eh

Structure (ORCA input):
```
! wB97M-V def2-TZVPD RIJCOSX def2/J DEFGRID3
* xyz 0 1
C 0.184 1.337 -0.935
C -0.336 -1.557 -0.224
C 1.008 0.360 -0.374
C -0.045 0.365 0.792
N -0.749 1.392 0.007
N -0.844 -0.840 0.669
O -0.093 -2.510 -0.835
H 0.251 1.782 -1.934
H 2.038 0.193 -0.508
H 0.123 0.448 2.008
H -1.537 -0.970 1.334
*
```

These are the natural (NBO) partial charges, in e, on atoms 1 to 8:
1. C 0.0606
2. C 0.8701
3. C -0.4744
4. C 0.0795
5. N -0.5000
6. N -0.6216
7. O -0.4565
8. H 0.1984